A single C3H6N4O molecule, computed with ωB97M-V with the def2-TZVPD basis set.

calculated total energy	-11212.9378	eV
structure (SMILES)	[H]/N=C(/C=N/[H])C(\N)=N/O
HOMO energy	-8.7	eV
largest force on an atom	4.32	eV/A

The geometry in ORCA input format:
```
! RIJCOSX wB97M-V def2-TZVPD def2/J DEFGRID3
* xyz 0 1
O -1.994 -0.288 -1.284
N -0.972 1.776 0.636
N -0.636 -0.568 -1.580
N 1.196 -0.828 1.620
N 1.543 -0.029 -1.052
C 0.095 -0.228 1.512
C 0.191 0.001 -0.768
C -0.190 0.838 0.388
H 1.755 -0.626 -1.839
H 1.358 -1.298 2.506
H -2.462 -0.664 -2.041
H -0.651 -0.148 2.300
H -1.334 2.279 -0.172
H 2.103 -0.216 -0.227
*
```

---

A single H4NP molecule, computed with ωB97M-V with the def2-TZVPD basis set.

calculated total energy	-10843.1307	eV
structure (SMILES)	NP
HOMO energy	-9.3	eV
largest force on an atom	2.18	eV/A

The geometry in ORCA input format:
```
! RIJCOSX wB97M-V def2-TZVPD def2/J DEFGRID3
* xyz 0 1
P -0.761 0.412 -0.617
N 0.188 0.340 0.784
H -0.739 -1.044 -1.151
H 0.616 -0.534 1.054
H 0.306 0.657 -1.506
H -0.246 0.783 1.582
*
```

---

2 unconnected molecules or ions with the total composition C4H13NS, computed with ωB97M-V with the def2-TZVPD basis set.

calculated total energy	-16680.9370	eV
structure (SMILES)	CCN.CCS
HOMO energy	-8.9	eV
largest force on an atom	3.96	eV/A

The geometry in ORCA input format:
```
! RIJCOSX wB97M-V def2-TZVPD def2/J DEFGRID3
* xyz 0 1
S -0.785 -1.898 -0.778
N 1.211 0.790 -0.968
C -2.299 -0.235 1.181
C -1.299 -1.441 1.050
C 2.238 1.511 -0.180
C 1.799 2.783 0.445
H 2.663 3.466 0.790
H 1.355 3.481 -0.205
H 2.385 0.728 0.614
H -1.745 -2.308 1.466
H 0.547 0.260 -0.338
H 3.196 1.665 -0.947
H -2.864 -0.269 2.099
H -1.637 0.743 1.204
H -2.926 0.016 0.246
H 0.673 1.412 -1.442
H -0.299 -1.114 1.590
H -0.929 -1.530 -2.089
H 1.033 2.589 1.251
*
```

---

Look up the largest force on an atom of the second one. 2.18 eV/A